2 unconnected molecules or ions with the total composition C5H9Cl2F at a distorted geometry, computed with wB97M-V/def2-TZVPD.

The geometry in XYZ format:
```
17
Properties=species:S:1:pos:R:3:forces:R:3
C -0.9040 1.3003 0.3264 -1.51 2.53 -1.19
C -1.0310 -0.7526 -1.1882 0.33 -1.06 0.03
C -0.4442 -0.8183 1.2476 2.72 -0.22 1.56
C -0.8367 -0.1409 0.1290 1.35 2.55 -1.25
C 2.1030 0.3276 -0.6192 -1.29 0.07 -1.27
F 3.0837 0.5119 -1.5945 -0.49 0.27 1.16
Cl 2.3149 1.3884 0.7994 1.03 0.30 0.14
Cl 2.3318 -1.3720 -0.0674 0.88 -0.84 0.27
H -1.7906 1.6072 1.0242 1.38 -0.56 -1.32
H -0.9133 1.8369 -0.6774 -0.56 -0.48 1.31
H 0.0011 1.7189 0.7900 -0.15 -0.54 0.28
H -0.1303 -1.4007 -1.4413 -1.62 0.20 0.39
H -1.1311 -0.0295 -1.9378 0.54 1.50 -1.02
H -2.0534 -1.1463 -1.2773 0.36 -1.13 0.44
H -0.5081 -0.2808 2.1894 0.04 0.09 -0.07
H -0.9015 -1.7344 1.2746 -0.57 -2.83 0.40
H 0.8096 -1.0157 1.0225 -2.44 0.14 0.15
```
Forces are in eV/Å.

Calculated values
Total energy: -1215.9743 hartree
Total charge: 0
Frontier orbital gap: 6.04 eV



2 unconnected molecules or ions with the total composition C5H9ClN2 at a distorted geometry, computed with wB97M-V/def2-TZVPD.

The geometry in XYZ format:
```
17
Properties=species:S:1:pos:R:3:forces:R:3
C -0.2669 -1.2850 1.5007 0.15 0.45 4.08
C 0.1731 1.9215 0.0451 -3.15 -0.10 1.84
C -0.3647 0.6441 -2.0467 -0.36 1.70 3.04
C 0.0339 -1.5087 0.2513 2.78 -0.57 -4.32
C -0.7140 1.0924 -0.8215 0.03 -0.52 -1.68
N -0.7844 -1.5003 2.6085 -1.85 1.36 0.42
N 1.4642 -1.5174 -0.0215 -2.59 -0.02 -1.03
Cl -2.3533 0.8232 -0.2337 0.43 -0.04 -0.15
H -0.3233 2.1921 1.0101 0.19 -0.83 -0.49
H 1.0677 1.4616 0.2896 1.98 -0.66 0.02
H 0.1881 2.8764 -0.3578 1.00 1.81 -1.25
H 0.5390 0.9167 -2.4860 1.73 0.37 -0.21
H -0.9938 0.1684 -2.6900 -1.97 -1.42 -1.34
H -0.7557 -0.8480 3.4196 0.52 -1.10 -0.80
H -0.5158 -1.6015 -0.7120 -0.19 -0.60 0.97
H 1.9142 -1.5219 0.8533 1.00 -0.14 1.03
H 1.6917 -2.3135 -0.6092 0.29 0.32 -0.16
```
Forces are in eV/Å.

Calculated values
Total energy: -765.4137 hartree
Total charge: 0
Frontier orbital gap (alpha / beta): 6.48 / 8.17 eV
Multiplicity: 3



A gas-phase ion, C5H9ClN2O3PS (charge +1) at a distorted geometry, computed with wB97M-V/def2-TZVPD.

The geometry in XYZ format:
```
22
Properties=species:S:1:pos:R:3:forces:R:3
C 1.4775 -2.1515 2.0354 3.03 -0.46 2.53
O 0.9576 -0.9765 1.3796 -0.51 -2.62 1.08
C 1.7710 -0.2256 0.6495 -1.53 -0.45 0.63
O 2.9322 -0.2106 0.6082 2.38 -0.21 -0.05
C 0.8209 0.6037 -0.1062 0.17 1.78 -2.28
C 1.3131 0.6428 -1.5859 -1.06 1.61 -0.90
Cl 0.8915 2.2046 0.6873 -0.41 0.32 -0.20
P -0.8438 -0.1449 0.0229 -2.04 0.02 -0.42
O -1.4418 0.3227 1.4085 1.47 0.90 -0.29
S -1.5294 -1.7667 -0.7455 0.77 0.83 0.24
N -1.6238 1.3457 -0.8788 4.55 0.80 1.79
C -2.7338 1.3927 -1.4004 -2.61 0.63 -1.32
N -3.7469 1.4483 -1.9817 0.49 -0.57 0.15
H 2.1052 -2.8087 1.4220 -0.42 0.56 -0.79
H 0.7456 -2.8657 2.5062 0.13 1.67 -0.48
H 2.3099 -1.7851 2.8058 -2.20 -0.72 -1.18
H 0.5270 0.7722 -2.4421 1.29 0.37 1.91
H 1.6445 -0.3256 -1.7317 0.82 -2.15 -0.60
H 2.2344 1.2768 -1.7053 -1.23 -0.31 0.20
H -2.1310 -0.2113 1.7562 -1.07 -1.04 0.56
H -0.9418 2.1764 -0.6373 -2.14 -1.24 -0.72
H -4.7380 1.2863 -2.0666 0.15 0.27 0.12
```
Forces are in eV/Å.

Calculated values
Total energy: -1730.6237 hartree
Total charge: +1
Frontier orbital gap: 9.90 eV



Listing energy above the lowest of the compared OMol25 structures with the same formula, charge and spin for the structures above in their given order: 516.2; 0.0; 99.0 kJ/mol.